Below is one molecule with the formula C8H12FN, with properties calculated with ωB97M-V/def2-TZVPD.

```
22
Properties=species:S:1:pos:R:3:forces:R:3
C 2.325237 1.423413 0.759936 0.7 -1.2 -1.7
C 2.844484 0.591906 -0.263043 0.5 0.2 0.3
C 0.992512 1.290313 0.824346 -3.2 0.9 1.6
C 2.136660 -0.316513 -0.923840 -4.1 1.3 1.8
C -0.768227 -1.294012 1.113689 1.3 -1.6 -0.4
C -1.106178 -0.901474 -1.385430 -0.6 0.6 0.2
C -2.150778 0.691885 0.105373 2.3 1.0 2.8
C -0.907645 -0.218171 -0.014692 0.4 1.3 -0.3
N 0.362325 0.579789 -0.086865 1.5 -2.4 -2.1
F 2.014772 -0.781064 -2.127481 0.5 0.1 0.0
H 2.961359 2.103684 1.229517 0.5 0.7 1.1
H 3.878680 0.557130 -0.334293 2.0 0.1 -0.7
H 0.383170 1.793373 1.632899 0.6 -0.6 -0.8
H 0.113403 -2.086176 0.736955 -2.4 2.1 1.1
H -0.388914 -0.805862 2.068044 -0.6 -0.7 -1.1
H -1.728732 -1.902779 1.330812 1.5 1.1 -0.4
H -1.233369 -0.376183 -2.368218 0.8 0.3 1.3
H -0.373411 -1.641655 -1.399147 1.4 -1.3 -0.8
H -2.024979 -1.427858 -1.314068 -1.0 -0.7 0.2
H -2.228267 1.319427 -0.724445 0.0 1.0 -1.5
H -2.945883 0.034545 0.117728 -2.0 -1.1 0.3
H -2.156210 1.366287 1.022217 0.0 -1.0 -0.9
```
Positions in Å, forces in eV/Å.

- HOMO-LUMO gap: 0.3101 Eh
- Charge: 0
- Energy: -12693.262 eV
- E_LUMO: 0.6759 eV
- ΔE to the lowest compared entry with this formula, charge and spin: 416.2 kJ/mol


Below is a 2-piece molecular cluster, C8H12I2O3 overall, with properties calculated with ωB97M-V/def2-TZVPD.

```
25
Properties=species:S:1:pos:R:3:forces:R:3
C -1.146330 1.633574 0.727319 0.5 -4.0 -1.1
C -1.938834 -1.590941 0.016070 1.8 0.0 0.9
C -0.074884 0.864120 1.021212 -0.9 2.1 0.7
C -0.719201 -1.095077 -0.238964 -0.3 0.7 -3.3
C 1.114628 2.448319 2.829211 -2.8 3.8 0.4
C 0.979389 -1.910757 -2.737921 -1.9 -3.0 -1.4
C 1.080119 1.214894 1.967837 0.5 1.1 -1.4
C -0.244942 -1.116277 -2.623437 -3.3 1.2 2.6
O 1.407471 0.237897 2.818884 0.1 -1.6 1.0
O -1.487559 -1.584092 -3.113260 1.8 0.7 0.7
O 0.202883 -0.365655 0.472902 -0.9 -1.3 0.1
I 2.773407 1.488167 0.509341 0.3 0.1 -0.3
I -0.219281 0.954204 -3.229024 0.4 -0.5 0.3
H -1.904839 1.144069 0.088808 0.6 0.3 0.1
H -1.464778 2.545221 1.070243 0.1 2.1 1.2
H -2.262348 -1.714053 1.065864 -0.1 0.3 -0.6
H -2.504776 -2.079131 -0.776863 0.2 0.2 0.1
H 2.089679 2.791487 3.263206 -0.8 -0.9 -0.7
H 0.409721 2.223778 3.643122 0.5 -0.2 0.3
H 0.531759 3.465532 2.473319 1.8 -2.6 -0.1
H 1.760496 -1.479826 -2.187610 1.2 0.6 0.6
H 1.207543 -2.041157 -3.858802 0.1 0.0 1.6
H 0.666591 -2.935606 -2.236693 1.0 1.7 -1.2
H 1.147279 -0.633248 2.499854 0.1 -0.1 -0.4
H -1.403190 -2.465443 -3.464618 0.2 -0.8 -0.2
```
Positions in Å, forces in eV/Å.

- HOMO-LUMO gap (spin up / spin down): 0.2918 / 0.2916 Eh
- Charge: 0
- Energy: -30828.363 eV
- E_LUMO (spin up / spin down): -0.0062 / -0.0072 eV
- ΔE to the lowest compared entry with this formula, charge and spin: 312.9 kJ/mol


Below is C8H12InO6 as an isolated structure, with properties calculated with ωB97M-V/def2-TZVPD.

```
27
Properties=species:S:1:pos:R:3:forces:R:3
In -2.743753 2.005877 -1.079483 0.0 -0.2 0.7
C -1.887681 -1.981148 5.140319 0.2 0.4 -0.1
C -1.914967 -0.542609 4.585486 -0.4 -1.3 0.9
C -0.590302 0.199411 4.606482 0.1 -1.7 2.7
O -0.484284 0.721279 3.355664 -0.1 2.5 -3.5
C -1.496619 0.313730 2.538658 0.4 0.2 0.3
O -1.762411 0.712903 1.406202 0.8 -0.2 1.1
O -2.151602 -0.616509 3.183771 -1.2 -0.6 -1.7
H -2.802282 -2.532403 4.921868 0.0 0.2 -0.3
H -1.765805 -2.061401 6.220502 0.1 0.5 0.0
H -1.027778 -2.487241 4.701538 -0.1 -0.1 -0.1
H -2.783971 0.023638 4.920583 0.3 0.1 0.6
H 0.251888 -0.471989 4.773923 0.0 -0.3 -0.1
H -0.523313 0.886136 5.450292 -0.2 0.7 -0.5
C 3.123453 1.158689 -4.041804 1.2 0.8 0.0
C 1.850797 0.672789 -4.713058 -0.2 0.0 2.1
C 1.447296 -0.734141 -4.304642 -0.7 -0.3 -1.1
O 0.037243 -0.607395 -3.952120 0.4 0.1 -0.5
C -0.290377 0.682332 -3.927300 -0.4 -2.8 1.7
O -1.285944 1.189026 -3.520896 -1.3 0.4 -0.3
O 0.743379 1.428289 -4.198300 3.0 2.1 -1.7
H 3.096901 1.053800 -2.957187 -0.5 0.0 0.0
H 3.478345 2.160143 -4.285214 -0.6 0.2 -0.1
H 3.971424 0.561110 -4.376382 -0.2 -0.5 -0.4
H 1.890901 0.695408 -5.802087 0.0 0.6 -0.6
H 2.042216 -1.073414 -3.456670 -0.2 -0.1 0.2
H 1.577244 -1.356311 -5.190145 -0.3 -0.6 0.5
```
Positions in Å, forces in eV/Å.

- HOMO-LUMO gap (spin up / spin down): 0.3209 / 0.0655 Eh
- Charge: +2
- Multiplicity: 2
- Energy: -25929.524 eV
- E_LUMO (spin up / spin down): -6.9783 / -13.9229 eV
- ΔE to the lowest compared entry with this formula, charge and spin: 2.6 kJ/mol
- ⟨S²⟩: 0.7612


Below is an isolated ion of composition C8H12N and charge +1, with properties calculated with ωB97M-V/def2-TZVPD.

```
21
Properties=species:S:1:pos:R:3:forces:R:3
C -0.675013 -0.510105 2.949113 0.2 -0.8 -2.5
C 0.388885 -0.335902 1.919782 2.0 0.4 -1.6
C 0.617843 1.133012 1.235903 -0.3 -0.5 -0.5
C 0.071394 0.454942 -0.032205 0.5 -1.9 1.8
C 0.054201 -0.768510 0.496356 -0.5 0.9 -0.9
C 0.050402 -1.443206 -0.873022 -0.6 0.1 -1.1
N -0.050151 -0.001336 -1.403587 0.2 0.6 0.5
C 0.588632 0.508476 -2.554534 0.6 1.8 -3.0
C -0.879581 0.664961 -2.397398 2.0 -2.8 -1.0
H -1.565758 -0.059170 2.609842 -1.0 1.2 0.1
H -0.292372 -0.273334 3.843869 0.8 1.8 3.4
H -0.975387 -1.499520 3.118772 -0.1 -1.9 -0.3
H 1.448538 -0.619035 2.114059 -0.9 -0.4 0.7
H 1.601514 1.564698 1.249175 1.1 -0.8 -0.4
H 0.131432 1.992973 1.542634 -2.0 1.3 1.0
H 0.975799 -1.830575 -1.292053 0.3 -0.1 0.5
H -0.745657 -2.004039 -1.364530 -0.3 -0.3 0.9
H 0.847876 -0.202747 -3.370332 0.3 0.5 1.1
H 1.071984 1.515470 -2.538440 0.3 -1.5 0.4
H -1.200962 1.574136 -2.186379 -1.5 3.8 1.5
H -1.463620 0.138814 -3.067023 -1.3 -1.5 -0.7
```
Positions in Å, forces in eV/Å.

- HOMO-LUMO gap: 0.4112 Eh
- Charge: +1
- Energy: -9967.758 eV
- E_LUMO: -2.6957 eV
- ΔE to the lowest compared entry with this formula, charge and spin: 384.5 kJ/mol
- SMILES string: C[C@@H]1CC2=C1C[N+]21CC1


Below is one molecule with the formula C8H12N2O, with properties calculated with ωB97M-V/def2-TZVPD.

```
23
Properties=species:S:1:pos:R:3:forces:R:3
C 0.793721 -0.229566 -1.761665 -0.3 1.9 -1.2
C 0.424726 -1.752034 0.099381 -1.8 1.3 0.5
C 0.632914 -3.003858 0.451854 1.5 -1.8 -0.5
C 1.194876 -1.067763 -0.803334 4.2 -3.2 0.0
C -0.080381 1.048030 0.493824 3.4 0.1 2.2
C 0.992386 0.835872 1.596737 -0.3 4.2 -3.9
C -0.219079 2.350722 -0.153087 0.3 0.7 2.2
C -2.110631 0.158462 -0.588824 2.1 -2.5 -1.1
N 0.497043 0.517829 -2.584973 -0.2 0.4 -0.9
N -1.001913 0.107844 0.309100 -2.2 -0.4 0.8
O -0.712278 -1.213654 0.661966 0.3 0.1 -0.1
H 0.020960 -3.417359 1.174377 -1.2 -0.9 1.2
H 1.294063 -3.654168 -0.100996 0.4 0.2 0.3
H 2.237394 -1.584058 -0.948997 -2.1 1.2 0.0
H 1.118891 1.665823 2.258146 -0.5 1.0 0.5
H 1.950889 0.863536 1.100669 0.7 -0.3 -0.4
H 1.014278 0.054506 2.188599 -0.7 -4.4 2.5
H -0.426825 2.251877 -1.168324 0.1 0.1 -2.0
H 0.669702 3.019628 0.097828 -1.4 -0.8 -0.6
H -1.151757 2.729196 0.273536 0.0 1.1 0.1
H -2.710304 0.974095 -0.613341 -1.5 2.8 0.8
H -1.752509 0.053681 -1.601837 0.1 -0.1 -0.7
H -2.676164 -0.708642 -0.380641 -0.9 -0.8 0.2
```
Positions in Å, forces in eV/Å.

- HOMO-LUMO gap (spin up / spin down): 0.2248 / 0.2798 Eh
- Charge: 0
- Multiplicity: 3
- Energy: -13511.107 eV
- E_LUMO (spin up / spin down): 0.8298 / -1.7051 eV
- ΔE to the lowest compared entry with this formula, charge and spin: 153.4 kJ/mol
- ⟨S²⟩: 2.0438


Below is one molecule with the formula C8H12N2O2S, with properties calculated with ωB97M-V/def2-TZVPD.

```
25
Properties=species:S:1:pos:R:3:forces:R:3
C -1.165656 -0.886239 1.013685 0.6 -2.0 1.1
C 0.009905 -1.057176 1.587410 0.8 -0.7 0.7
C -1.451531 0.026431 -0.060936 0.7 0.4 -1.8
C -3.566543 0.985544 0.447379 2.4 -1.1 0.4
C 1.305881 -0.322590 1.347604 1.8 -0.9 2.3
C 0.077059 -1.144067 -1.798031 0.3 2.3 0.1
C 1.586041 0.334079 0.054099 0.4 0.9 -2.5
C 2.931631 0.206967 -0.740976 -0.7 -0.7 2.3
N -2.819633 0.216916 -0.221932 -2.7 0.8 -0.6
N -1.066328 -0.379255 -1.421546 1.8 -2.7 0.4
O -0.818110 1.255732 0.188347 0.0 1.3 0.8
O 0.910325 2.931499 0.037328 0.0 0.0 -0.2
S 0.533884 1.688558 -0.635764 1.4 -0.8 1.2
H -1.948998 -1.547147 1.327561 -0.4 -0.2 -0.1
H 0.158890 -1.937680 2.287375 -0.5 1.4 -0.6
H -4.527426 1.054346 0.047203 -1.8 0.4 0.1
H -3.210153 1.434970 1.371232 -0.3 0.6 0.0
H 1.552519 0.360664 2.281944 -0.7 -0.9 -1.7
H 2.047818 -1.197102 1.545336 -0.6 1.6 -0.7
H 0.749320 -0.730909 -2.633084 -1.4 -0.9 1.3
H 0.389286 -2.021283 -1.221366 -0.4 0.5 -0.2
H 3.194044 -0.875547 -0.716414 0.2 0.8 0.2
H 3.743577 0.843508 -0.296135 -0.6 -0.7 -0.3
H 2.820736 0.440847 -1.775881 -0.3 0.5 -0.7
H -1.436547 0.318939 -2.014430 -0.1 0.3 -1.2
```
Positions in Å, forces in eV/Å.

- HOMO-LUMO gap (spin up / spin down): 0.3219 / 0.2592 Eh
- Charge: 0
- Energy: -26394.398 eV
- E_LUMO (spin up / spin down): 0.7145 / -0.0623 eV
- ΔE to the lowest compared entry with this formula, charge and spin: 713.1 kJ/mol


What is the energy in the fourth record?
-9967.758 eV